Version w
Formula: C3H3I2N
Source: the OMol25 dataset
Level of theory: wB97M-V/def2-TZVPD

The highest occupied orbital energy (alpha / beta) comes out at -8.3755 / -8.1809 eV. Its net charge is 0. For the orbital gap (alpha / beta), the calculation gives 0.2560 / 0.2682 Ha.

Cartesian coordinates (Å):
C -0.5850 -1.8347 -1.2319
C 0.9458 0.0538 0.8124
C -1.5054 -0.9644 -1.1370
N 0.2297 -2.6804 -1.1382
I 1.9601 -1.7071 0.2292
I -3.0661 -1.0589 0.3207
H 1.4615 1.0588 0.4237
H 0.3924 0.0630 1.7788
H -1.9722 -0.3484 -1.8218

=====

Version x
Formula: C3H3I2N
Source: the OMol25 dataset
Level of theory: wB97M-V/def2-TZVPD

The highest occupied orbital energy comes out at -9.1096 eV. Its net charge is 0. For the orbital gap, the calculation gives 0.2882 Ha.

Cartesian coordinates (Å):
C 1.9555 -0.5694 0.9439
C 1.1410 -0.0373 0.2366
C -0.0168 0.4641 -0.4733
N -1.2086 0.1758 0.3096
I -2.7746 1.5373 0.0272
I -1.8347 -1.8093 -0.1010
H 2.7296 -1.2219 1.1916
H 0.1136 -0.0732 -1.5199
H -0.1050 1.5338 -0.6146

=====

Energy comparison, zero being the most stable, in eV: version w 1.439; version x 0.000.

=====

Version w
Formula: CH6N2PS
Source: the OMol25 dataset
Level of theory: wB97M-V/def2-TZVPD

The highest occupied orbital energy comes out at -13.7598 eV. Its net charge is +1. For the orbital gap, the calculation gives 0.3412 Ha.

Cartesian coordinates (Å):
C 0.3752 -0.2575 -0.2010
N 0.3149 0.6232 -1.2361
N 1.4687 -0.1162 0.4778
P -0.7696 -1.4423 0.5371
S -1.5791 0.2394 1.6538
H -0.4222 0.8735 -1.8119
H 1.1832 1.2104 -1.3378
H 1.7354 -0.5952 1.3110
H -2.6590 0.1646 0.9082
H 2.1081 0.7032 0.2617
H -1.7555 -1.4031 -0.5628

=====

Version x
Formula: CH6N2PS
Source: the OMol25 dataset
Level of theory: wB97M-V/def2-TZVPD

The highest occupied orbital energy comes out at -13.5009 eV. Its net charge is +1. For the orbital gap, the calculation gives 0.3534 Ha.

Cartesian coordinates (Å):
C -0.1110 -0.0820 -0.1254
N 0.6885 0.5878 -1.0425
N 0.3036 0.2847 1.3578
P -0.8553 -1.7634 -0.2515
S -1.9842 -0.0283 -0.1002
H 0.5277 0.3308 -1.9266
H 0.7936 1.6032 -1.0613
H 1.2654 -0.0685 1.2042
H -0.2672 -0.4236 1.8569
H 0.2428 1.3422 1.7268
H -0.6038 -1.7826 -1.6383

=====

Energy comparison, zero being the most stable, in eV: version w 0.000; version x 1.220.